C18H25Cl27FN2 | ωB97M-V/def2-TZVPD

Geometry as XYZ:
```
73
Properties=species:S:1:pos:R:3:forces:R:3:mulliken_charge:R:1
C -4.707 1.853 -2.905 0.9080 -0.0339 0.5177 -1.45
C -3.206 1.455 -2.816 -1.1233 0.4642 0.0821 0.25
C -2.547 2.362 -1.773 0.6261 -0.5521 -0.3065 -0.65
C -1.205 1.845 -1.170 -0.5971 0.5903 0.3354 -0.96
C -1.158 0.381 -0.946 0.3084 -0.5022 -0.1253 0.17
N -1.797 -0.300 0.021 -0.0067 0.4698 -0.1722 0.20
C -1.514 -1.629 -0.063 -0.0780 -1.1415 -0.4018 -0.73
C -0.657 -1.827 -1.102 -1.7170 1.6353 0.4297 -1.13
N -0.484 -0.545 -1.626 1.4878 -0.5840 -0.5949 0.48
C 0.377 -0.402 -2.814 -0.7248 0.6496 -1.1126 -0.10
C -0.481 -0.370 -4.092 0.0755 -0.2925 0.6293 -0.91
F 1.114 0.755 -2.737 0.0450 -0.0404 0.3935 -0.38
H -4.772 2.934 -2.760 -0.2516 -0.0097 -0.3512 0.33
H -5.202 1.397 -2.044 -0.2967 -0.0055 -0.2272 0.33
H -5.159 1.544 -3.844 -0.1567 0.0331 0.0966 0.38
H -2.753 1.611 -3.796 0.2052 -0.2344 0.0973 0.25
H -3.195 0.393 -2.551 0.3463 0.0136 -0.0688 0.03
H -3.228 2.617 -0.960 -0.1066 -0.2148 -0.0638 0.48
H -2.306 3.296 -2.280 -0.0870 0.0889 0.2172 0.34
H -1.109 2.313 -0.184 0.1938 -0.0016 -0.0792 0.36
H -0.371 2.209 -1.761 0.1005 -0.3844 -0.0300 0.39
H -2.409 0.131 0.698 0.0000 -0.0652 0.0267 0.30
H -1.936 -2.373 0.591 0.0896 0.3995 0.0593 0.66
H -0.213 -2.721 -1.496 0.0449 0.1162 -0.1734 0.77
H 1.087 -1.226 -2.850 -0.1227 -0.0867 0.4352 0.52
H -0.083 -1.113 -4.777 -0.1068 0.3146 -0.3307 0.35
H -1.511 -0.628 -3.850 0.0563 -0.1798 -0.0963 0.26
H -0.507 0.636 -4.507 0.2795 -0.0928 -0.1450 0.28
C -5.455 -2.652 0.132 0.0982 0.1284 -0.0992 -0.05
Cl -5.432 -2.279 -1.590 0.0039 0.0015 0.0220 -0.09
Cl -4.036 -3.607 0.579 -0.3284 -0.3128 0.0784 -0.09
Cl -5.524 -1.170 1.091 0.0083 0.0063 0.0091 -0.12
H -6.339 -3.239 0.345 0.0120 0.0028 0.0212 0.40
C 1.919 -3.008 2.279 0.1822 -0.0744 0.0676 0.19
Cl 0.894 -2.716 0.851 0.8539 -0.2927 0.9521 -0.03
Cl 2.722 -1.523 2.751 -0.0003 0.0848 0.0428 -0.10
Cl 0.963 -3.656 3.609 -0.1173 0.0011 -0.0836 -0.15
H 2.675 -3.737 2.017 -0.0131 0.0090 -0.0206 0.13
C -1.421 -1.791 -8.156 0.1621 -0.0194 -0.0497 0.01
Cl -1.734 -2.727 -6.688 -0.0753 -0.0280 0.0065 -0.12
Cl -1.131 -0.094 -7.762 -0.0499 0.0242 0.0058 -0.11
Cl -0.058 -2.465 -9.040 -0.0415 0.0068 0.0089 -0.10
H -2.298 -1.848 -8.786 -0.0177 0.0071 0.0356 0.33
C -2.132 6.186 -0.221 0.0212 -0.0829 0.1309 -0.08
Cl -2.258 5.985 1.521 0.0502 0.0241 -0.1712 -0.06
Cl -0.627 5.476 -0.828 0.0097 0.0241 -0.0352 -0.11
Cl -3.527 5.466 -1.031 -0.0956 0.2562 0.0352 -0.10
H -2.119 7.244 -0.444 0.0161 -0.0145 -0.0335 0.37
C 2.701 -5.472 6.335 0.0668 -0.0455 0.0859 0.55
Cl 3.387 -7.079 6.098 -0.0152 0.0271 -0.0191 -0.12
Cl 1.263 -5.544 7.355 -0.0059 0.0224 -0.0392 -0.13
Cl 3.900 -4.369 7.014 -0.0114 0.0166 -0.0387 -0.09
H 2.405 -5.086 5.370 0.0254 -0.0168 0.0043 -0.21
C -5.663 6.602 3.899 0.0352 0.1335 -0.0098 0.06
Cl -5.788 7.052 2.196 -0.0264 -0.0448 0.0038 -0.11
Cl -4.137 5.767 4.216 -0.0941 -0.0571 0.1454 -0.13
Cl -5.825 8.016 4.933 -0.0054 -0.0423 -0.0102 -0.11
H -6.472 5.920 4.127 0.0178 -0.0123 -0.0060 0.29
C 4.312 1.392 -1.508 0.1616 0.0691 0.0014 0.60
Cl 4.164 0.496 0.010 -0.1122 -0.0654 -0.0095 -0.06
Cl 4.690 3.085 -1.199 -0.0458 -0.0234 -0.0053 -0.12
Cl 5.530 0.655 -2.548 -0.0480 -0.0179 -0.0016 -0.12
H 3.360 1.346 -2.019 -0.0021 -0.0111 0.0169 -0.25
C 6.594 -2.759 1.849 0.1081 -0.0432 0.1437 0.09
Cl 6.441 -2.905 3.600 -0.0164 0.0499 0.0326 -0.08
Cl 8.088 -3.494 1.282 -0.0458 0.0308 -0.0099 -0.12
Cl 5.194 -3.494 1.053 0.0217 -0.0386 -0.1824 -0.12
H 6.613 -1.707 1.594 -0.0476 -0.0099 -0.0179 0.24
C 8.824 -1.415 6.716 0.0385 0.0265 0.0690 0.15
Cl 10.328 -1.835 7.534 -0.0204 -0.0103 -0.0331 -0.12
Cl 7.439 -2.130 7.547 -0.0230 -0.0236 -0.0510 -0.11
Cl 8.645 0.336 6.597 -0.0150 -0.0190 -0.0397 -0.12
H 8.860 -1.820 5.713 -0.0110 0.0002 0.0062 0.19
```
Positions in Å, forces in eV/Å.

Calculated values
Energy: -13335.15987 Eh
E_HOMO: -12.23 eV
Frontier orbital gap: 9.8082 eV
Charge: +1